15
Properties=species:S:1:pos:R:3:nbo_charge:R:1 method="wB97M-V/def2-TZVPD" gap_ha="0.2365 / 0.1955" total_energy_ha=-362.26668 lumo_energy_ev="4.1 / 4.2" total_charge=-1 e_above_lowest_kcal_mol=161.6
C -1.21007 -1.28807 -0.82401 -0.325
C 0.28056 -1.30474 -0.40949 -0.052
C 0.26084 0.82375 0.85130 0.059
C 1.42085 1.80229 0.61413 -0.680
N -1.75775 0.13699 -0.90494 -0.147
O -2.79098 0.28971 -0.15985 -0.576
O 0.60525 -0.59872 0.77890 -0.604
H -1.36610 -1.80769 -1.87730 0.152
H -1.68174 -1.88718 -0.11634 0.168
H 0.53948 -2.35392 -0.29271 0.155
H 1.00397 -0.96268 -1.18415 0.136
H -0.39484 0.86555 1.81042 0.141
H 2.16137 1.78072 1.35561 0.175
H 1.10574 2.86566 0.66381 0.198
H 1.82344 1.63830 -0.30537 0.200